{
  "formula": "C30H44BrN3O7",
  "method": "wB97M-V/def2-TZVPD",
  "e_lumo_ev": -0.91,
  "orbital_gap_ev": 8.434,
  "energy_ha": -4434.34679,
  "homo_ev": -9.348,
  "species": ["C", "C", "C", "C", "C", "C", "C", "C", "C", "O", "C", "Br", "C", "O", "C", "O", "C", "C", "C", "C", "C", "C", "C", "C", "C", "O", "N", "C", "O", "H", "H", "H", "H", "H", "H", "H", "H", "H", "H", "H", "H", "H", "H", "H", "H", "H", "H", "H", "H", "H", "H", "C", "O", "C", "C", "C", "N", "H", "H", "H", "H", "H", "H", "H", "H", "H", "H", "H", "C", "O", "C", "C", "C", "N", "H", "H", "H", "H", "H", "H", "H", "H", "H", "H", "H"],
  "positions_angstrom": [[6.99132, 1.20183, 1.51092], [6.67591, -0.33625, 1.70143], [5.48791, -0.86782, 0.82165], [4.13093, -0.02459, 1.00558], [2.98583, -1.10500, 1.14738], [2.13455, -1.46912, -0.01108], [2.28150, -0.80497, -1.40918], [1.19181, 0.35370, -1.50389], [1.71236, 1.74588, -0.96333], [0.76603, 0.57927, -2.86566], [1.09831, -2.51831, 0.15127], [-0.04981, -3.00944, -1.36334], [0.93281, -3.19496, 1.45592], [-0.00863, -4.21461, 1.61260], [0.56986, -5.43012, 2.03300], [0.02502, -6.00892, 2.92795], [1.80581, -6.08637, 1.39373], [2.35718, -5.78187, 0.08081], [3.52464, -6.53224, -0.40931], [4.16474, -7.57076, 0.39891], [3.61802, -7.88695, 1.73237], [2.46722, -7.13427, 2.19584], [1.76995, -2.77001, 2.56103], [2.81159, -1.72121, 2.45589], [3.51968, -1.50602, 3.82387], [4.51549, -0.93122, 4.13402], [2.59395, -2.17328, 4.75536], [1.88063, -3.25025, 4.04340], [1.54657, -4.25465, 4.58538], [7.10738, 1.38295, 0.41051], [7.97794, 1.41521, 2.01165], [6.17514, 1.84553, 1.93659], [6.55702, -0.55333, 2.79572], [7.59820, -0.90651, 1.38052], [5.27441, -1.92051, 1.17232], [5.77050, -0.95320, -0.26177], [4.11596, 0.55116, 1.96347], [4.00384, 0.59788, 0.09023], [2.04201, -1.50682, -2.25554], [3.28728, -0.32121, -1.56051], [0.31055, 0.00508, -0.89692], [0.79287, 2.41682, -0.87937], [2.15689, 1.63314, 0.05544], [2.39941, 2.22995, -1.70636], [0.25106, 1.40624, -2.84152], [1.89894, -4.98549, -0.55781], [3.96406, -6.34059, -1.41955], [5.05202, -8.15490, 0.05865], [4.06124, -8.67432, 2.39166], [2.07081, -7.38253, 3.21307], [1.87963, -1.43351, 4.85334], [-2.49705, 3.76197, -1.75935], [-1.39793, 4.10235, -0.92903], [-1.34857, 5.46990, -0.54741], [-2.25045, 5.83015, 0.64799], [-3.72807, 5.94155, 0.28411], [-2.10272, 4.86878, 1.74677], [-2.76447, 4.57275, -2.44248], [-3.35707, 3.47818, -1.15091], [-2.21467, 2.88983, -2.35190], [-0.31070, 5.65250, -0.25144], [-1.54360, 6.11983, -1.40948], [-1.93259, 6.81325, 1.00990], [-4.19979, 4.96746, 0.14721], [-4.27586, 6.44991, 1.08028], [-3.86415, 6.52020, -0.63326], [-1.13273, 4.87003, 2.05447], [-2.22933, 3.93728, 1.35376], [-5.36103, 0.38793, -1.88951], [-5.29543, 1.55191, -2.69630], [-6.31413, 1.64636, -3.68184], [-7.65678, 2.19182, -3.16019], [-8.46250, 1.16838, -2.36579], [-7.47041, 3.39253, -2.33707], [-5.71958, -0.48076, -2.44830], [-5.99300, 0.56500, -1.01722], [-4.35400, 0.17453, -1.52657], [-5.93317, 2.35098, -4.42772], [-6.44273, 0.68739, -4.19895], [-8.25686, 2.46681, -4.03359], [-8.06813, 1.01461, -1.36049], [-9.49497, 1.50566, -2.25308], [-8.48351, 0.20253, -2.87713], [-7.02104, 4.10996, -2.90189], [-6.77133, 3.16993, -1.62997]],
  "atomic_forces_ev_per_a": [[0.1, -0.9, -0.1], [0.8, 0.2, -0.4], [-0.2, -0.1, 1.2], [-0.1, -2.0, -0.3], [-0.4, 0.2, -0.1], [-0.5, -1.5, 1.2], [-0.6, 1.0, 0.0], [0.3, 0.7, 0.4], [-1.3, -0.3, 0.1], [0.1, -0.2, 0.7], [1.4, 0.8, 1.8], [0.9, 0.3, 1.4], [1.3, 1.4, -0.7], [1.9, 0.4, -0.4], [-0.1, -1.5, 0.9], [-0.1, 0.4, -0.7], [2.0, -0.6, -0.9], [0.9, -1.3, 0.9], [-0.3, -0.7, 1.6], [-1.9, 0.8, 1.3], [-1.0, 1.9, -1.6], [0.4, 0.0, -0.9], [1.2, 0.8, -0.4], [-1.6, -1.1, -3.0], [-2.0, -0.9, -1.1], [-0.4, -0.1, -0.3], [0.3, 0.4, 0.0], [0.1, 0.8, -1.0], [-0.1, 0.4, -0.4], [-0.1, 0.2, 0.9], [-1.1, 0.0, -0.5], [0.9, -0.5, -0.4], [-0.3, 0.1, -1.1], [-0.9, 0.5, 0.3], [0.3, 1.0, -0.5], [-0.2, 0.3, 0.9], [0.3, -0.2, -1.0], [-0.1, -0.2, 1.1], [0.5, 0.5, 1.0], [-0.9, -0.8, 0.1], [0.7, 0.4, -0.5], [1.2, -0.7, 0.0], [-0.3, 0.3, -0.9], [-0.4, -0.7, 0.8], [0.3, -0.5, -0.1], [0.5, -1.0, 0.6], [-0.6, 0.0, 1.1], [-0.9, 0.8, 0.1], [-0.4, 0.9, -0.8], [0.3, 0.5, -1.2], [0.2, -0.4, 0.7], [0.1, -0.3, 0.2], [0.0, 0.3, -0.2], [0.3, 0.1, 0.2], [-0.2, -0.3, -0.2], [-0.2, 0.2, 0.0], [0.3, 0.0, -0.1], [0.0, 0.0, 0.1], [-0.2, 0.1, -0.2], [0.0, 0.0, 0.0], [0.0, -0.1, 0.0], [-0.1, 0.0, 0.0], [0.1, -0.1, 0.0], [0.1, 0.0, 0.0], [0.1, -0.1, 0.0], [0.0, 0.0, 0.0], [-0.1, 0.1, 0.1], [-0.1, 0.1, 0.1], [0.2, 0.2, 0.2], [-0.1, -0.2, -0.2], [0.0, 0.3, -0.2], [0.2, -0.2, 0.4], [-0.2, -0.1, 0.0], [0.2, 0.0, -0.2], [-0.1, 0.0, 0.0], [-0.1, -0.2, 0.0], [0.0, 0.0, -0.1], [0.1, 0.0, 0.1], [0.0, -0.1, 0.1], [0.1, 0.0, 0.0], [0.1, 0.0, -0.1], [0.1, 0.0, 0.0], [0.0, 0.0, 0.0], [-0.1, 0.0, 0.0], [-0.2, 0.0, 0.0]],
  "lowdin_charge": [-0.119, -0.265, -0.182, -0.129, -0.077, -0.135, -0.122, -0.408, -0.042, -0.069, -0.441, 0.803, -0.208, 0.034, -0.394, 0.139, -0.092, -0.008, -0.066, -0.069, -0.063, -0.007, 0.036, -0.003, -0.347, 0.146, 0.111, -0.339, 0.165, 0.073, 0.074, 0.069, 0.091, 0.107, 0.112, 0.114, 0.115, 0.083, 0.092, 0.118, 0.126, 0.079, 0.068, 0.097, 0.083, 0.070, 0.099, 0.098, 0.103, 0.121, 0.152, -0.099, -0.210, -0.205, -0.430, -0.072, 0.038, 0.094, 0.072, 0.083, 0.120, 0.119, 0.135, 0.062, 0.077, 0.078, 0.071, 0.068, -0.102, -0.205, -0.205, -0.431, -0.073, 0.039, 0.092, 0.076, 0.085, 0.120, 0.119, 0.135, 0.064, 0.077, 0.078, 0.070, 0.065]
}